{
  "formula": "C16H23ClN4O3PS",
  "method": "the ωB97M-V functional and the def2-TZVPD basis",
  "de_lowest_kj_mol": 61.2,
  "total_energy_ev": -61708.4912,
  "lumo_energy_ev": -2.685,
  "homo_energy_ev": -10.510,
  "gap_ha": 0.2876,
  "total_charge": 1,
  "elements": ["C", "O", "C", "C", "C", "C", "C", "C", "P", "O", "O", "C", "N", "S", "N", "C", "C", "Cl", "H", "H", "H", "H", "H", "H", "H", "H", "H", "H", "H", "H", "C", "C", "N", "C", "C", "N", "C", "C", "H", "H", "H", "H", "H", "H", "H", "H", "H", "H", "H"],
  "xyz": [[1.20, 0.04, 6.33], [1.01, -0.91, 5.26], [1.96, -1.95, 5.43], [2.20, -2.80, 4.16], [1.01, -2.81, 3.14], [1.59, -2.61, 1.72], [1.26, -1.42, 0.93], [1.77, -1.18, -0.32], [1.32, 0.33, -1.28], [2.70, 0.80, -2.06], [0.92, 1.54, -0.18], [2.68, -2.16, -0.87], [3.33, -2.17, -2.04], [4.24, -3.50, -2.13], [3.92, -4.19, -0.67], [3.06, -3.35, -0.12], [2.46, -3.53, 1.19], [2.92, -5.00, 2.03], [1.71, -0.42, 7.19], [0.24, 0.44, 6.69], [1.83, 0.85, 5.91], [2.93, -1.46, 5.68], [1.73, -2.57, 6.32], [3.14, -2.51, 3.67], [2.34, -3.84, 4.50], [0.22, -2.08, 3.34], [0.58, -3.83, 3.12], [0.55, -0.72, 1.39], [3.47, 0.80, -1.47], [1.70, 2.10, -0.01], [-0.45, 2.51, -3.75], [-1.40, 1.75, -2.83], [-2.79, 2.23, -2.97], [-3.59, 2.68, -1.94], [-4.78, 3.01, -2.48], [-4.69, 2.77, -3.83], [-3.48, 2.28, -4.10], [-5.73, 3.00, -4.83], [-0.48, 3.58, -3.54], [0.57, 2.16, -3.60], [-0.71, 2.37, -4.80], [-1.09, 1.87, -1.80], [-1.39, 0.69, -3.07], [-3.20, 2.70, -0.93], [-5.70, 3.40, -2.07], [-3.12, 1.98, -5.07], [-5.97, 2.06, -5.32], [-5.38, 3.72, -5.56], [-6.63, 3.38, -4.35]]
}

{
  "formula": "C16H23F4HfN4O",
  "method": "the ωB97M-V functional and the def2-TZVPD basis",
  "total_energy_ev": -37119.8091,
  "lumo_energy_ev": -11.978,
  "homo_energy_ev": -17.764,
  "gap_ha": 0.2126,
  "total_charge": 3,
  "elements": ["Hf", "C", "N", "C", "C", "C", "N", "C", "C", "F", "C", "F", "C", "C", "F", "C", "F", "H", "H", "H", "H", "H", "H", "H", "H", "H", "H", "H", "C", "N", "C", "C", "C", "N", "C", "C", "O", "H", "H", "H", "H", "H", "H", "H", "H", "H", "H", "H", "H"],
  "xyz": [[-0.03, 0.47, -1.03], [-3.16, 0.69, -0.55], [-1.86, 1.23, -0.05], [-1.81, 1.03, 1.43], [-1.81, 2.67, -0.52], [-0.45, 3.36, -0.43], [0.58, 2.38, -0.55], [1.96, 2.55, -0.33], [2.82, 1.43, -0.67], [2.17, 0.38, -1.36], [4.11, 1.33, -0.19], [4.79, 0.13, -0.41], [4.73, 2.51, 0.21], [3.97, 3.67, 0.39], [4.60, 4.87, 0.65], [2.58, 3.68, 0.21], [1.94, 4.88, 0.40], [-3.87, 1.48, -0.31], [-3.54, -0.22, -0.06], [-3.08, 0.52, -1.62], [-2.61, 1.65, 1.90], [-0.87, 1.46, 1.71], [-1.95, -0.05, 1.66], [-2.57, 3.19, 0.12], [-2.17, 2.64, -1.56], [-0.44, 3.91, 0.53], [-0.52, 4.02, -1.29], [5.77, 2.56, 0.53], [1.19, -2.94, 2.11], [0.19, -2.93, 1.04], [-0.67, -4.09, 0.64], [-2.07, -3.68, 0.19], [-2.10, -2.54, -0.78], [-0.76, -1.78, -0.80], [0.07, -1.80, -2.02], [0.10, -1.83, 0.29], [0.70, -0.68, 0.54], [1.09, -2.08, 2.80], [2.17, -2.82, 1.62], [1.27, -3.87, 2.71], [-0.76, -4.68, 1.57], [-0.19, -4.70, -0.11], [-2.64, -3.39, 1.06], [-2.65, -4.53, -0.22], [-2.85, -1.81, -0.45], [-2.25, -2.89, -1.83], [-0.46, -2.27, -2.83], [1.01, -2.27, -1.77], [0.32, -0.84, -2.57]]
}

{
  "formula": "C16H23F9O10Pb",
  "method": "the ωB97M-V functional and the def2-TZVPD basis",
  "de_lowest_kj_mol": 0.0,
  "total_energy_ev": -67142.5377,
  "lumo_energy_ev": 4.539,
  "homo_energy_ev": 0.964,
  "gap_ha": 0.1314,
  "total_charge": -2,
  "elements": ["Pb", "O", "C", "C", "O", "H", "H", "H", "H", "O", "C", "C", "O", "H", "H", "H", "H", "C", "C", "O", "C", "O", "C", "F", "F", "F", "H", "H", "H", "H", "H", "C", "C", "O", "C", "O", "C", "F", "F", "F", "H", "H", "H", "H", "H", "C", "C", "O", "C", "O", "C", "F", "F", "F", "H", "H", "H", "H", "H"],
  "xyz": [[0.39, 0.75, -1.32], [2.47, 0.82, -1.92], [2.83, -0.21, -2.79], [2.13, -1.58, -2.61], [0.77, -1.52, -2.42], [3.93, -0.37, -2.71], [2.67, 0.11, -3.84], [2.58, -2.09, -1.73], [2.36, -2.17, -3.52], [-1.68, 0.74, -2.01], [-2.05, 2.07, -2.25], [-1.00, 3.11, -2.84], [0.22, 3.07, -2.21], [-2.33, 2.49, -1.26], [-2.94, 2.14, -2.90], [-1.46, 4.11, -2.89], [-0.89, 2.76, -3.89], [4.33, -2.08, 0.66], [3.23, -1.07, 0.88], [3.88, 0.17, 1.19], [3.20, 1.30, 1.01], [2.11, 1.35, 0.53], [3.93, 2.53, 1.47], [3.52, 2.90, 2.69], [5.26, 2.39, 1.48], [3.63, 3.54, 0.65], [5.02, -1.82, -0.14], [3.79, -2.94, 0.25], [4.83, -2.28, 1.60], [2.63, -1.29, 1.77], [2.59, -1.02, 0.00], [-3.87, -2.74, -1.25], [-2.66, -1.90, -0.83], [-1.87, -2.71, 0.07], [-0.75, -2.21, 0.53], [-0.42, -1.06, 0.40], [0.07, -3.19, 1.39], [1.31, -3.28, 0.90], [0.13, -2.78, 2.67], [-0.43, -4.44, 1.41], [-3.49, -3.59, -1.82], [-4.45, -2.18, -1.98], [-4.46, -3.04, -0.38], [-3.04, -1.00, -0.36], [-2.09, -1.60, -1.70], [-4.67, 1.32, 1.39], [-3.18, 1.55, 1.12], [-2.46, 1.43, 2.36], [-1.14, 1.50, 2.36], [-0.53, 1.64, 1.34], [-0.40, 1.38, 3.70], [-1.16, 1.52, 4.79], [0.14, 0.15, 3.76], [0.61, 2.24, 3.73], [-4.88, 0.35, 1.84], [-5.23, 1.34, 0.46], [-5.07, 2.06, 2.09], [-3.15, 2.54, 0.67], [-2.78, 0.81, 0.43]]
}

{
  "formula": "C16H23GaN6O7",
  "method": "the ωB97M-V functional and the def2-TZVPD basis",
  "de_lowest_kj_mol": 133.3,
  "total_energy_ev": -92598.0852,
  "lumo_energy_ev": -8.129,
  "homo_energy_ev": -16.071,
  "gap_ha": 0.2919,
  "total_charge": 2,
  "elements": ["Ga", "O", "C", "C", "C", "N", "C", "C", "C", "O", "O", "C", "O", "O", "H", "H", "H", "O", "N", "C", "C", "C", "C", "N", "C", "N", "N", "N", "H", "H", "H", "H", "H", "H", "H", "H", "H", "H", "C", "C", "O", "C", "C", "H", "H", "H", "H", "H", "H", "H", "H", "H", "H"],
  "xyz": [[-0.27, -0.06, 0.04], [-5.95, 1.82, -0.02], [-4.69, 1.45, 0.11], [-4.00, 1.45, 1.33], [-2.69, 1.05, 1.34], [-2.07, 0.67, 0.21], [-2.71, 0.66, -0.96], [-4.02, 1.05, -1.06], [-1.83, 0.23, -2.13], [-2.24, 0.18, -3.24], [-0.57, -0.05, -1.76], [-1.81, 1.03, 2.55], [-2.15, 1.33, 3.66], [-0.55, 0.63, 2.23], [-6.36, 2.11, 0.80], [-4.47, 1.76, 2.26], [-4.53, 1.04, -2.02], [1.10, 1.37, 3.74], [0.46, 0.48, 3.66], [0.06, -6.56, 0.86], [-0.38, -6.08, 2.24], [0.82, -5.61, 3.07], [-1.50, -5.04, 2.16], [-1.15, -3.81, 1.44], [-0.22, -2.90, 1.68], [-0.35, -1.94, 0.77], [-1.42, -2.30, 0.00], [-1.90, -3.40, 0.40], [0.79, -7.36, 0.97], [0.53, -5.76, 0.29], [-0.78, -6.95, 0.29], [-0.85, -6.91, 2.77], [1.46, -4.93, 2.50], [1.43, -6.46, 3.35], [0.50, -5.12, 4.00], [-1.82, -4.76, 3.17], [-2.35, -5.45, 1.62], [0.53, -2.95, 2.46], [3.82, -0.29, -0.31], [2.44, -0.05, -0.88], [1.57, 0.63, 0.11], [1.83, 2.06, 0.24], [0.81, 2.88, -0.52], [4.37, -0.94, -1.00], [3.76, -0.80, 0.65], [4.40, 0.62, -0.19], [1.95, -0.99, -1.12], [2.47, 0.56, -1.79], [2.84, 2.25, -0.12], [1.80, 2.30, 1.30], [0.84, 2.68, -1.59], [1.01, 3.94, -0.36], [-0.20, 2.68, -0.15]]
}

{
  "formula": "C16H23N3O2S",
  "method": "the ωB97M-V functional and the def2-TZVPD basis",
  "de_lowest_kj_mol": 144.1,
  "total_energy_ev": -36365.9553,
  "lumo_energy_ev": 0.729,
  "homo_energy_ev": -8.035,
  "smiles": "CCCCOC[C@H](O)CCc1n[nH]c(=S)n1-c1ccccc1",
  "gap_ha": 0.3221,
  "elements": ["C", "C", "C", "C", "O", "C", "C", "O", "C", "C", "C", "N", "N", "C", "S", "N", "C", "C", "C", "C", "C", "C", "H", "H", "H", "H", "H", "H", "H", "H", "H", "H", "H", "H", "H", "H", "H", "H", "H", "H", "H", "H", "H", "H", "H"],
  "xyz": [[3.16, -3.03, -0.72], [1.97, -3.55, -1.51], [0.62, -3.21, -0.86], [0.37, -1.71, -0.82], [-0.94, -1.34, -0.46], [-1.32, -1.69, 0.86], [-2.58, -0.90, 1.22], [-3.65, -1.30, 0.39], [-2.38, 0.63, 1.11], [-1.49, 1.23, 2.21], [-0.04, 1.04, 1.94], [0.75, 0.32, 2.68], [1.95, 0.34, 2.06], [1.92, 1.06, 0.91], [3.16, 1.28, -0.15], [0.63, 1.53, 0.85], [0.14, 2.40, -0.15], [-0.40, 3.63, 0.20], [-0.87, 4.48, -0.78], [-0.79, 4.11, -2.12], [-0.24, 2.89, -2.47], [0.23, 2.03, -1.49], [4.09, -3.40, -1.16], [3.20, -1.94, -0.73], [3.12, -3.36, 0.32], [1.99, -3.14, -2.52], [2.04, -4.64, -1.59], [0.60, -3.61, 0.16], [-0.18, -3.69, -1.42], [1.09, -1.23, -0.14], [0.50, -1.29, -1.83], [-1.56, -2.76, 0.92], [-0.51, -1.47, 1.57], [-2.88, -1.16, 2.24], [-3.33, -1.26, -0.52], [-1.98, 0.86, 0.12], [-3.37, 1.08, 1.19], [-1.71, 0.77, 3.17], [-1.70, 2.30, 2.27], [2.75, -0.15, 2.44], [-0.43, 3.93, 1.24], [-1.29, 5.44, -0.51], [-1.16, 4.78, -2.88], [-0.16, 2.61, -3.50], [0.67, 1.09, -1.75]]
}